# 1
This record from the Open Molecules 2025 dataset describes C3H5NO2S as an isolated structure. The level of theory is the ωB97M-V functional and the def2-TZVPD basis.

Calculated values
total charge: 0
lowest unoccupied orbital energy: -0.009 Eh
ΔE to the lowest compared entry with this formula, charge and spin: 4.5148 eV
max |F|: 4.82 eV Å⁻¹

Geometry as XYZ:
```
12
Properties=species:S:1:pos:R:3:lowdin_charge:R:1
C -0.345 0.272 -0.056 -0.44
C 0.152 -1.102 -0.338 -0.05
C -1.806 0.715 0.218 -0.04
N 0.478 1.243 0.085 0.02
O 3.093 -0.824 0.860 -0.47
O 1.777 1.032 -0.312 -0.43
S 2.478 -0.445 -0.349 0.95
H 0.174 -1.799 0.513 0.07
H 0.015 -1.559 -1.399 0.10
H -1.570 1.841 0.345 0.10
H -2.099 0.177 1.177 0.10
H -2.346 0.449 -0.747 0.09
```

=====

# 2
This record from the Open Molecules 2025 dataset describes an isolated molecule of C3H5NO2S. The level of theory is the ωB97M-V functional and the def2-TZVPD basis.

Calculated values
total charge: 0
lowest unoccupied orbital energy: 0.004 Eh
ΔE to the lowest compared entry with this formula, charge and spin: 1.1929 eV
max |F|: 1.60 eV Å⁻¹

Geometry as XYZ:
```
12
Properties=species:S:1:pos:R:3:lowdin_charge:R:1
C 2.988 0.155 0.855 -0.03
O 2.037 -0.446 -0.042 -0.04
C 0.774 -0.046 0.103 -0.47
O 0.389 0.760 0.938 0.05
C -0.143 -0.776 -0.890 -0.15
N -1.411 -0.664 -0.989 -0.38
S -2.473 0.354 -0.181 0.78
H 2.879 1.247 0.881 0.10
H 3.946 -0.160 0.481 0.09
H 2.822 -0.258 1.851 0.10
H 0.361 -1.521 -1.468 0.10
H -1.687 1.170 0.498 -0.16
```

=====

The records above yield orbital gap values of 8.773 9.365 eV, respectively.
The records above yield electronic energy values of -19607.9964 -19611.3182 eV, respectively.